{"formula": "C17H13Cl3N2O4", "method": "ωB97M-V/def2-TZVPD", "lumo_ev": 0.50, "smiles": "O=C(COC(=O)c1c(Cl)ccc(Cl)c1Cl)NC(=O)NCc1ccccc1", "homo_ev": -9.197, "largest_force_ev_per_a": 0.74, "symbols": ["O", "C", "C", "O", "C", "O", "C", "C", "Cl", "C", "C", "C", "Cl", "C", "Cl", "N", "C", "O", "N", "C", "C", "C", "C", "C", "C", "C", "H", "H", "H", "H", "H", "H", "H", "H", "H", "H", "H", "H", "H"], "positions_angstrom": [[0.2977, -2.6473, -2.3532], [0.5446, -2.7192, -1.1709], [1.9571, -2.9869, -0.6340], [2.1881, -2.1104, 0.4666], [2.8259, -0.9614, 0.2056], [3.3986, -0.7048, -0.8114], [2.6801, -0.0221, 1.3717], [3.6411, 0.0739, 2.3708], [5.0213, -0.9462, 2.2987], [3.4834, 0.9767, 3.4130], [2.3636, 1.7862, 3.4523], [1.3954, 1.7022, 2.4604], [0.0107, 2.7097, 2.5151], [1.5523, 0.7930, 1.4158], [0.3682, 0.6701, 0.1682], [-0.3574, -2.5532, -0.1731], [-1.6532, -1.9611, -0.2312], [-2.2278, -1.7372, 0.8061], [-2.1072, -1.7236, -1.4680], [-3.2352, -0.8265, -1.6639], [-2.7827, 0.6041, -1.4997], [-2.0360, 1.2178, -2.4982], [-1.5437, 2.4981, -2.3173], [-1.7927, 3.1764, -1.1357], [-2.5351, 2.5700, -0.1369], [-3.0239, 1.2873, -0.3155], [2.0402, -4.0107, -0.2622], [2.6873, -2.8084, -1.4288], [4.2336, 1.0424, 4.1841], [2.2322, 2.4925, 4.2564], [-0.0250, -2.6506, 0.7799], [-1.4678, -1.8779, -2.2407], [-3.6365, -1.0054, -2.6629], [-3.9897, -1.0721, -0.9133], [-1.8356, 0.6883, -3.4193], [-0.9602, 2.9650, -3.0972], [-1.4032, 4.1736, -0.9921], [-2.7264, 3.0934, 0.7884], [-3.5822, 0.8044, 0.4723]]}

{"formula": "C17H13ClN4O", "method": "ωB97M-V/def2-TZVPD", "lumo_ev": -0.08, "smiles": "CC(=O)N(c1ccc(Cl)cc1)c1ccnc(-c2ccccn2)n1", "homo_ev": -8.746, "largest_force_ev_per_a": 3.04, "symbols": ["C", "C", "O", "N", "C", "C", "C", "C", "Cl", "C", "C", "C", "C", "C", "N", "C", "C", "C", "C", "C", "C", "N", "N", "H", "H", "H", "H", "H", "H", "H", "H", "H", "H", "H", "H", "H"], "positions_angstrom": [[1.9219, -0.6945, -2.2976], [1.1634, 0.6287, -2.1045], [1.6599, 1.5439, -2.7321], [-0.0348, 0.8227, -1.4034], [-0.8988, 1.9451, -1.5325], [-1.0846, 2.5378, -2.7927], [-1.9054, 3.6356, -2.9215], [-2.5994, 4.1054, -1.8331], [-3.6317, 5.5244, -2.0683], [-2.4207, 3.5433, -0.5543], [-1.6027, 2.4369, -0.4049], [-0.4535, -0.2279, -0.6155], [-1.7553, -0.7518, -0.7117], [-2.1597, -1.6417, 0.2428], [-1.3387, -2.0475, 1.2046], [-0.1053, -1.5692, 1.2406], [0.8490, -2.0550, 2.3118], [2.1843, -1.6117, 2.3209], [3.0642, -2.1243, 3.2591], [2.6235, -3.0526, 4.1867], [1.3107, -3.4975, 4.1149], [0.4538, -2.9594, 3.2249], [0.3606, -0.7098, 0.3318], [1.2243, -1.4985, -2.3580], [2.5856, -0.8789, -1.4408], [2.4446, -0.6967, -3.2736], [-0.5837, 2.0795, -3.6468], [-2.0401, 4.1349, -3.8705], [-2.9796, 3.9981, 0.2533], [-1.4821, 1.9495, 0.5447], [-2.4705, -0.4504, -1.4818], [-3.1509, -2.1039, 0.2312], [2.5518, -0.9097, 1.5888], [4.1129, -1.8050, 3.2174], [3.3066, -3.4371, 4.9227], [0.8803, -4.1625, 4.8475]]}

{"formula": "C17H13CrN3O2S", "method": "ωB97M-V/def2-TZVPD", "spin_multiplicity": 5, "lumo_ev": [0.17, -0.01], "homo_ev": [-7.103, -7.672], "largest_force_ev_per_a": 1.77, "symbols": ["Cr", "O", "C", "C", "C", "C", "C", "C", "C", "N", "N", "C", "O", "C", "C", "C", "C", "C", "C", "H", "H", "H", "H", "H", "H", "H", "H", "H", "H", "S", "C", "C", "N", "C", "H", "H", "H"], "positions_angstrom": [[-0.1150, 0.5317, -0.2543], [-1.8969, 0.1005, -0.2761], [-2.6994, 0.0032, 0.7467], [-4.0790, -0.1756, 0.5345], [-4.9790, -0.0932, 1.5708], [-4.5351, 0.1523, 2.8728], [-3.1865, 0.2226, 3.1260], [-2.2304, 0.1124, 2.0983], [-0.8414, 0.0829, 2.4430], [0.1254, -0.0129, 1.5780], [1.4131, -0.1124, 2.0056], [2.2281, 0.1453, 1.0095], [1.7685, 0.4937, -0.1555], [3.6850, 0.0840, 1.1979], [4.5040, 0.0892, 0.0679], [5.8806, 0.0891, 0.2003], [6.4541, 0.0896, 1.4629], [5.6448, 0.0631, 2.5898], [4.2671, 0.0543, 2.4630], [-4.4089, -0.3416, -0.4822], [-6.0352, -0.2144, 1.3743], [-5.2500, 0.2713, 3.6746], [-2.8322, 0.3762, 4.1389], [-0.5760, 0.1008, 3.4981], [4.0381, 0.0931, -0.9074], [6.5046, 0.0972, -0.6834], [7.5301, 0.1180, 1.5673], [6.0978, 0.0588, 3.5718], [3.6330, 0.0360, 3.3373], [0.9092, 4.6218, -0.2682], [-0.6828, 4.2716, 0.2855], [-1.1105, 3.0951, -0.2247], [-0.1970, 2.4381, -1.0216], [0.8907, 3.1556, -1.1647], [-1.2035, 4.9531, 0.9324], [-2.0925, 2.6721, -0.0765], [1.7575, 2.8188, -1.7053]]}

{"formula": "C17H14AsF5MnNO8S2", "method": "ωB97M-V/def2-TZVPD", "spin_multiplicity": 5, "lumo_ev": [-1.83, -0.27], "homo_ev": [-8.202, -8.184], "largest_force_ev_per_a": 1.08, "symbols": ["Mn", "F", "C", "C", "F", "C", "F", "C", "S", "C", "F", "C", "F", "O", "As", "O", "O", "C", "C", "C", "C", "C", "C", "S", "O", "O", "O", "H", "H", "H", "H", "H", "O", "C", "O", "C", "N", "C", "C", "C", "H", "H", "H", "H", "H", "H", "H", "H", "H"], "positions_angstrom": [[-0.3029, -0.3631, 0.1793], [-4.2615, 0.3422, -5.1754], [-3.7612, 0.6186, -3.9706], [-2.7107, -0.1195, -3.4637], [-2.1808, -1.1171, -4.1673], [-2.2272, 0.2100, -2.2172], [-1.1687, -0.5384, -1.7562], [-2.7069, 1.2247, -1.4178], [-2.0304, 1.5731, 0.1653], [-3.7665, 1.9402, -1.9674], [-4.3085, 2.9551, -1.2854], [-4.2859, 1.6527, -3.2151], [-5.2978, 2.3723, -3.7031], [1.7797, -1.6477, 0.3405], [1.4590, -1.4999, 2.1167], [2.8023, -1.1122, 2.9357], [0.3546, -0.1889, 1.8831], [0.8851, -3.3124, 2.3413], [1.9188, -4.1736, 2.6628], [1.6937, -5.5466, 2.6058], [0.4642, -6.0401, 2.2091], [-0.5787, -5.1731, 1.8983], [-0.3692, -3.8106, 1.9772], [-1.7434, -2.7202, 1.7610], [-1.7740, -1.8807, 2.9157], [-2.8808, -3.4938, 1.3906], [-1.2841, -1.8938, 0.5271], [2.6228, -1.2017, 0.1811], [2.8819, -3.7728, 2.9503], [2.4920, -6.2294, 2.8661], [0.3066, -7.1091, 2.1485], [-1.5564, -5.5400, 1.6178], [0.6073, 1.5087, -2.6447], [0.8337, 1.7826, -1.4951], [0.9337, 0.9915, -0.4618], [1.0783, 3.2367, -1.0996], [0.7751, 3.3666, 0.3807], [1.9161, 4.0774, 1.0372], [3.0979, 3.5857, 0.2184], [2.5583, 3.6533, -1.2153], [0.4086, 3.8648, -1.6779], [0.7479, 2.3772, 0.6865], [-0.1583, 3.7373, 0.5590], [1.9376, 3.8245, 2.0937], [1.7636, 5.1487, 0.9176], [3.3380, 2.5584, 0.4969], [3.9819, 4.2003, 0.3701], [3.0892, 3.0073, -1.9106], [2.6259, 4.6750, -1.5893]]}

{"formula": "C17H14BF8N7Ru", "method": "ωB97M-V/def2-TZVPD", "spin_multiplicity": 2, "lumo_ev": [-3.95, -5.34], "charge": 1, "homo_ev": [-12.658, -12.516], "largest_force_ev_per_a": 0.34, "symbols": ["Ru", "C", "C", "N", "N", "C", "B", "N", "C", "C", "C", "N", "N", "C", "C", "C", "N", "H", "H", "H", "H", "H", "H", "H", "H", "H", "H", "F", "C", "F", "F", "C", "C", "C", "N", "C", "C", "H", "H", "H", "H", "F", "C", "F", "C", "F", "F", "F"], "positions_angstrom": [[-0.7114, 0.3580, 0.4550], [-4.5655, -1.3009, 0.9635], [-3.6535, -0.2873, 1.1899], [-2.4824, -0.5897, 0.6051], [-2.6269, -1.8033, 0.0146], [-3.8657, -2.2449, 0.2233], [-1.4877, -2.3829, -0.8609], [-0.2211, -2.4682, 0.0244], [0.5636, -3.5038, 0.3411], [1.5523, -3.0693, 1.2071], [1.2986, -1.7157, 1.3875], [0.2284, -1.3718, 0.6670], [-1.2129, -1.3756, -1.9874], [-1.3118, -1.5037, -3.3187], [-1.0180, -0.2842, -3.8979], [-0.7499, 0.5580, -2.8202], [-0.8656, -0.1114, -1.6735], [-5.5860, -1.3536, 1.2967], [-3.7724, 0.6399, 1.7241], [-4.1794, -3.1954, -0.1754], [-1.7811, -3.4543, -1.2935], [0.3608, -4.4809, -0.0639], [2.3363, -3.6534, 1.6541], [1.8037, -0.9863, 1.9989], [-1.5851, -2.4476, -3.7596], [-1.0066, -0.0397, -4.9448], [-0.4801, 1.6025, -2.8204], [4.2412, 4.6193, -1.9168], [4.5617, 3.5708, -1.1503], [5.4325, 2.8142, -1.8199], [5.1651, 4.0336, -0.0510], [3.3153, 2.7946, -0.7792], [3.1498, 1.4752, -1.1606], [1.9880, 0.8264, -0.7925], [1.0309, 1.4264, -0.0715], [1.1978, 2.7086, 0.2931], [2.3224, 3.4280, -0.0475], [3.9038, 0.9566, -1.7340], [1.8008, -0.1988, -1.0772], [0.4067, 3.1549, 0.8796], [2.4211, 4.4589, 0.2621], [-1.1439, 2.2053, 2.3830], [-0.5327, 0.9544, 2.3981], [0.7817, 1.1819, 2.7358], [-1.1210, 0.1950, 3.6059], [-2.4552, 0.2672, 3.6136], [-0.7718, -1.0965, 3.5379], [-0.6752, 0.6896, 4.7556]]}

{"formula": "C17H14BrClFeO2", "method": "ωB97M-V/def2-TZVPD", "spin_multiplicity": 5, "lumo_ev": [4.24, 4.24], "charge": -2, "homo_ev": [-0.401, -0.384], "largest_force_ev_per_a": 2.97, "symbols": ["C", "C", "C", "H", "C", "C", "H", "H", "H", "H", "Fe", "Br", "C", "C", "C", "H", "C", "C", "H", "H", "H", "H", "Cl", "C", "C", "C", "C", "C", "C", "C", "O", "O", "H", "H", "H", "H"], "positions_angstrom": [[-1.1405, -1.3922, -3.4731], [-1.3990, -2.4718, -2.5476], [-2.0305, -1.9128, -1.3797], [-1.1287, -3.5055, -2.7097], [-2.1795, -0.4898, -1.6096], [-1.6454, -0.1783, -2.8994], [-1.6828, 0.8027, -3.3640], [-0.6932, -1.4647, -4.4655], [-2.2927, -2.4083, -0.4640], [-2.7157, 0.2223, -1.0018], [-0.0776, -1.1439, -1.4840], [1.0011, -2.6803, -0.1185], [2.2662, 0.7995, -1.2555], [1.3826, 1.5370, -2.0813], [1.1637, 0.7785, -3.2801], [0.9144, 2.4909, -1.8540], [1.9318, -0.4318, -3.1825], [2.6380, -0.4026, -1.9334], [3.3039, -1.1814, -1.5803], [2.6013, 1.0785, -0.2576], [0.5951, 1.0864, -4.1495], [1.9955, -1.2229, -3.9401], [0.9420, 1.8310, 6.7623], [0.4049, 1.3445, 5.2130], [-0.8721, 0.7854, 5.0520], [-1.2984, 0.4194, 3.7873], [-0.4938, 0.6220, 2.6664], [0.8007, 1.1418, 2.8305], [1.2587, 1.5119, 4.1049], [-1.0308, 0.2757, 1.2906], [-2.0414, -0.4805, 1.3010], [-0.3999, 0.8003, 0.2924], [-1.5047, 0.6560, 5.9066], [-2.2781, -0.0264, 3.6415], [1.4501, 1.2761, 1.9496], [2.2545, 1.9332, 4.2331]]}

no.,energy (eV)
1,-66579.3394
2,-38370.3270
3,-65662.7575
4,-163143.1880
5,-53282.4177
6,-138903.8078